Molecular formula: C72H162N9O14
Method: DFT, wB97M-V/def2-TZVPD

Structure (ORCA input):
```
! wB97M-V def2-TZVPD RIJCOSX def2/J DEFGRID3
* xyz 7 1
C 11.76222 24.02480 23.77331
C 12.69859 24.07414 22.77189
C 14.06269 24.63432 23.08097
O 14.89230 25.09311 22.18713
C 14.50375 24.81076 24.34749
C 13.63724 24.59915 25.44659
C 12.09042 24.35228 25.09322
O 11.27263 24.39772 25.97694
O 13.97342 24.84556 26.60093
O 12.24946 23.76289 21.56870
H 10.75374 23.72951 23.52397
H 15.46611 25.25461 24.55545
C 12.56759 24.64539 10.82961
O 13.38987 24.91049 9.72427
C 13.88202 23.69610 9.25825
C 14.28947 24.10364 7.81323
N 13.03872 24.57532 6.98377
H 12.67944 25.43282 7.37837
H 13.41573 24.87201 6.09499
C 12.01299 23.45672 6.75504
C 11.23777 23.62565 5.54913
O 12.15708 23.62252 4.49643
C 11.55649 23.80112 3.22309
H 11.82742 23.88252 10.58822
H 11.96414 25.49998 11.13557
H 13.22577 24.39037 11.66020
H 13.15958 22.88247 9.32288
H 14.74303 23.49935 9.89704
H 14.85994 23.33393 7.29342
H 14.98681 24.94109 7.79101
H 11.39870 23.34440 7.64842
H 12.63362 22.56196 6.70692
H 10.58008 24.49139 5.62686
H 10.58143 22.76081 5.45227
H 10.95807 24.70538 3.11213
H 10.80937 23.00929 3.27710
H 12.28407 23.74029 2.41375
C 19.17792 21.59787 28.89116
O 20.28786 21.53901 29.76835
C 20.15544 20.56731 30.79441
C 19.39811 20.90075 32.02177
N 19.71486 22.34493 32.61679
H 19.27646 22.50415 33.51264
H 20.71397 22.40086 32.75370
C 19.37068 23.57651 31.73774
C 19.52190 24.89685 32.46711
O 18.60632 24.93794 33.51895
C 18.77630 26.04475 34.36738
H 19.07646 20.72700 28.24356
H 19.47478 22.39574 28.21044
H 18.17583 21.73140 29.29871
H 21.17862 20.44876 31.15100
H 20.05684 19.54492 30.42957
H 19.51549 20.13774 32.79127
H 18.31716 20.80246 31.92185
H 18.39618 23.25143 31.37335
H 20.03457 23.41270 30.88890
H 19.27196 25.66637 31.73672
H 20.54779 25.09349 32.77855
H 17.80636 26.11387 34.85986
H 19.01228 27.01281 33.92547
H 19.50755 25.90901 35.16423
C 32.37194 20.37455 27.61394
O 32.00778 21.63220 27.05814
C 32.28296 21.73149 25.69091
C 31.80633 23.00751 24.96322
N 30.28597 23.08874 24.95449
H 30.02614 23.57549 24.10852
H 29.96146 22.14014 24.83218
C 29.68213 23.66715 26.22494
C 28.16187 23.75766 26.05553
O 27.78005 24.42205 24.81207
C 26.39005 24.65981 24.77172
H 33.36285 20.02966 27.31854
H 31.70443 19.68294 27.09994
H 32.17601 20.44477 28.68389
H 31.83168 20.89475 25.15769
H 33.35574 21.72974 25.49801
H 32.17822 23.04945 23.93948
H 32.12241 23.90352 25.49741
H 30.04678 24.65505 26.50634
H 29.85115 23.02656 27.09049
H 27.62328 24.07074 26.94996
H 27.91897 22.69619 26.00680
H 25.65858 23.86760 24.93127
H 26.07174 25.07654 23.81616
H 26.09586 25.47844 25.42853
C 12.65651 33.46807 18.58149
O 12.40734 32.34564 19.44720
C 11.68480 31.28238 18.85399
C 10.19167 31.30178 19.04884
N 9.94259 31.67409 20.52560
H 10.59999 32.36554 20.85700
H 9.05224 32.14859 20.57285
C 10.08823 30.55210 21.54703
C 10.33080 31.19566 22.92274
O 11.38460 32.11283 22.81252
C 12.69775 31.46027 22.71715
H 13.38440 33.11486 17.85107
H 13.17160 34.25736 19.12904
H 11.77011 33.80127 18.04171
H 12.10486 30.38165 19.30158
H 11.80081 31.22718 17.77159
H 9.72476 30.35595 18.77408
H 9.61848 32.09426 18.56764
H 10.86078 29.87780 21.17746
H 9.18815 29.94104 21.47952
H 10.46360 30.45267 23.70914
H 9.42159 31.77516 23.08274
H 12.80493 30.94484 21.76271
H 13.10874 30.85274 23.52344
H 13.37757 32.31212 22.73440
C 9.34938 27.28672 31.55354
O 9.84975 26.08599 32.08589
C 11.22827 26.15768 32.41228
C 11.78006 24.85009 32.90367
N 11.43530 23.82182 31.80998
H 10.72740 24.09315 31.14263
H 12.19994 23.72686 31.15697
C 11.15678 22.42368 32.32555
C 11.16042 21.42524 31.17713
O 12.41205 21.41377 30.46143
C 12.42553 20.47322 29.39119
H 8.27493 27.13563 31.44951
H 9.90089 27.45505 30.62856
H 9.52132 28.05295 32.30948
H 11.29457 26.90823 33.19993
H 11.87105 26.54707 31.62278
H 11.31466 24.59445 33.85559
H 12.86549 24.76828 32.96053
H 10.18812 22.45521 32.82436
H 11.94647 22.07099 32.98895
H 10.25187 21.48153 30.57757
H 11.07682 20.49148 31.73318
H 12.12040 20.94061 28.45495
H 11.85915 19.55838 29.56548
H 13.40940 20.04428 29.20116
C 8.16871 19.35788 14.26000
C 6.67735 19.64835 14.63864
C 6.22463 21.05330 14.98081
N 4.71064 21.16118 15.49420
C 4.31281 22.69248 15.31900
C 4.91986 23.54311 16.40417
C 4.74486 23.06106 17.84312
C 5.14537 21.55995 18.00525
C 4.49804 20.61982 16.95018
C 3.70726 20.38185 14.57206
H 8.76241 19.89135 15.00232
H 8.39837 19.84887 13.31434
H 8.42240 18.30172 14.16917
H 6.54959 19.04540 15.53765
H 6.13616 19.30638 13.75644
H 6.26822 21.73166 14.12874
H 6.72960 21.53107 15.82035
H 4.58501 22.95446 14.29657
H 3.24015 22.87732 15.37669
H 5.95524 23.78860 16.16788
H 4.47360 24.53679 16.44380
H 5.23083 23.64813 18.62240
H 3.69992 22.97057 18.13978
H 6.22153 21.43713 18.12728
H 4.68029 21.04279 18.84451
H 4.71888 19.55244 16.94419
H 3.41517 20.70246 17.04331
H 3.84818 20.80363 13.57690
H 2.66479 20.62982 14.77174
H 3.85131 19.30144 14.56338
C 23.90561 24.48058 17.86238
C 23.43405 23.03774 18.09217
C 22.00568 22.84306 17.62944
N 21.55635 21.37468 17.69965
C 20.05226 21.24802 17.27751
C 19.39737 19.85159 17.33193
C 19.50692 19.26178 18.78463
C 20.93260 19.45420 19.28636
C 21.59202 20.82383 19.13898
C 22.42041 20.47766 16.70481
H 23.13057 25.18391 18.16692
H 24.03769 24.55443 16.78293
H 24.85641 24.62898 18.37429
H 23.47513 22.78464 19.15159
H 24.14881 22.29723 17.73320
H 21.92729 23.10304 16.57381
H 21.29868 23.39219 18.25130
H 19.46660 22.00869 17.79373
H 20.08646 21.52209 16.22308
H 18.33526 19.85966 17.08709
H 19.92699 19.16889 16.66745
H 18.89401 19.69277 19.57627
H 19.22263 18.21313 18.87194
H 20.87116 19.15876 20.33376
H 21.49126 18.65545 18.79851
H 21.00653 21.58001 19.66194
H 22.66304 20.79360 19.33926
H 22.28165 20.93563 15.72547
H 22.01440 19.47599 16.84594
H 23.42235 20.47586 17.13401
C 18.31936 30.17816 12.87212
C 19.14169 31.22554 12.14011
C 18.73842 31.38613 10.64169
N 19.32047 32.60674 9.87279
C 19.24096 32.42048 8.34756
C 17.80629 32.70603 7.80533
C 17.20315 34.05925 8.33204
C 17.33344 34.18303 9.84701
C 18.78552 34.00162 10.33867
C 20.84275 32.52211 10.11567
H 18.63643 30.03659 13.90533
H 18.35734 29.20122 12.39020
H 17.26163 30.40833 12.99987
H 20.17700 30.89245 12.21285
H 19.12015 32.17210 12.68016
H 17.65974 31.54082 10.61661
H 18.92675 30.48569 10.05702
H 19.72905 31.48150 8.08646
H 19.85574 33.21766 7.92966
H 17.27040 31.80885 8.11514
H 17.79177 32.67504 6.71587
H 16.13745 34.05060 8.10333
H 17.62216 34.92252 7.81503
H 16.59271 33.71355 10.49432
H 17.13697 35.21010 10.15465
H 18.86322 33.88440 11.41957
H 19.37862 34.87003 10.05196
H 21.21706 31.58050 9.71398
H 21.10918 32.63955 11.16606
H 21.38550 33.26825 9.53533
C 3.57480 20.21562 26.17222
C 3.44422 21.41712 27.19698
C 3.39765 22.86370 26.71933
N 2.97603 23.88562 27.76654
C 3.17097 25.32102 27.25747
C 2.27892 25.61103 26.03436
C 0.78801 25.31912 26.25166
C 0.55885 23.97867 26.92461
C 1.48602 23.76805 28.15433
C 3.79208 23.76310 29.13527
H 4.42068 20.48066 25.53791
H 2.73130 20.20301 25.48196
H 3.72215 19.19221 26.51721
H 4.41672 21.42947 27.68912
H 2.66489 21.15251 27.91164
H 2.68167 22.81739 25.89877
H 4.44392 23.07761 26.50099
H 4.24336 25.44821 27.10951
H 2.92313 25.99556 28.07703
H 2.67684 25.07408 25.17329
H 2.45713 26.62799 25.68487
H 0.35441 25.23982 25.25476
H 0.31470 26.10310 26.84282
H 0.63875 23.25355 26.11472
H -0.42311 23.96879 27.39763
H 1.35855 22.83904 28.71003
H 1.35564 24.59677 28.85026
H 3.49174 24.54506 29.83272
H 4.77508 23.91142 28.68828
H 3.63506 22.74866 29.50182
*
```

Computed properties:
molecular weight	1378.1	g/mol
HOMO-LUMO gap	2.7	eV
E_LUMO	-7.9766	eV
calculated total energy	-4383.77896	Ha